7
Properties=species:S:1:pos:R:3 method="wB97M-V/def2-TZVPD" relative_energy_ev=4.760
C -0.30 1.17 -0.24
C 0.65 0.50 0.29
F -1.31 0.74 -1.02
F -0.35 2.50 -0.01
F 1.70 0.67 1.09
S -0.93 -3.44 -0.47
Br 0.53 -2.13 0.36


8
Properties=species:S:1:pos:R:3 method="wB97M-V/def2-TZVPD" s_squared=2.02 relative_energy_ev=1.494 multiplicity=3
C -0.55 -0.64 0.06
C 0.55 0.63 0.07
F -0.29 -1.45 1.07
F 0.30 1.29 1.22
Cl -0.24 -1.49 -1.47
Cl 0.24 1.71 -1.27
I -2.56 0.08 0.15
I 2.55 -0.13 0.16


7
Properties=species:S:1:pos:R:3 method="wB97M-V/def2-TZVPD" smiles=N#CSC(F)(Cl)Cl relative_energy_ev=0.000
C -0.16 -0.48 -1.86
C 0.10 0.40 0.83
N -0.88 -1.22 -2.33
F -1.12 0.97 1.01
S 0.88 0.55 -0.94
Cl 1.25 1.16 2.03
Cl -0.07 -1.38 1.25


7
Properties=species:S:1:pos:R:3 method="wB97M-V/def2-TZVPD" charge=-1 relative_energy_ev=0.511
C 1.72 -1.29 -0.23
C -0.90 0.36 0.07
N 0.76 -1.94 -0.13
O -1.08 0.53 -1.04
O -1.03 0.14 1.19
Cl 2.78 -0.08 -0.18
Cl 0.90 2.13 0.39


9
Properties=species:S:1:pos:R:3 method="wB97M-V/def2-TZVPD" charge=-1 s_squared=2.01 multiplicity=3 energy_ev=-56614.7777
C -2.36 -0.44 -0.25
C 1.02 -0.18 -0.76
O 0.94 0.89 1.85
O -2.19 -1.14 -1.12
O -0.89 -0.56 1.04
S 0.25 0.31 0.74
Cl -0.71 1.99 -0.06
Cl 1.66 -1.78 -0.31
Cl 2.29 0.90 -1.12


9
Properties=species:S:1:pos:R:3 method="wB97M-V/def2-TZVPD" charge=-1 relative_energy_ev=0.000
C -2.59 -0.52 0.30
C 1.34 -0.03 -0.13
N 0.32 0.73 0.08
O -2.72 0.14 1.22
O -2.60 -1.27 -0.58
Cl 2.98 0.41 0.95
Cl 0.97 -1.64 0.43
Cl 2.09 -0.15 -1.79
Cl 0.23 2.33 -0.48


6
Properties=species:S:1:pos:R:3 method="wB97M-V/def2-TZVPD" smiles=N#CC(F)(F)Cl relative_energy_ev=0.108
C 0.38 0.25 0.01
C -1.01 -0.23 0.02
N -1.97 -0.85 -0.03
F 0.62 0.95 1.09
F 0.62 1.03 -1.07
Cl 1.38 -1.16 -0.02


10
Properties=species:S:1:pos:R:3 method="wB97M-V/def2-TZVPD" charge=-1 relative_energy_ev=2.331
C -1.50 -1.07 -0.22
C 2.31 0.05 0.06
N -2.16 -1.95 0.08
N -0.82 -0.09 -0.71
N 0.09 0.65 -0.68
O 1.21 0.29 0.55
O 2.81 -0.41 -0.92
O -2.50 2.67 0.11
F 3.33 0.56 1.04
Cl -2.88 1.06 0.50


no.,F_max (Eh/bohr)
1,0.1100
2,0.0911
3,0.0486
4,0.0722
5,0.0756
6,0.0271
7,0.0248
8,0.0997